Density functional theory data (ωB97M-V/def2-TZVPD) for C21H31B4CaCl3CsF3KN3O12 as an isolated structure.

```
80
C21H31B4CaCl3CsF3KN3O12 | the OMol25 dataset | ωB97M-V/def2-TZVPD
C 5.10 1.75 0.93
C 5.19 0.53 -0.01
C 4.05 -0.46 0.25
C 2.86 -0.26 -0.69
C 2.32 -1.54 -1.29
C 1.60 -1.28 -2.62
B 0.35 -0.38 -2.44
O -0.80 -0.88 -1.89
B -1.31 0.03 -1.01
C -2.82 -0.03 -0.58
O -3.03 -0.14 0.81
O -3.96 -1.24 0.88
O -0.42 1.02 -0.53
B 0.18 1.67 -1.57
C 0.79 3.13 -1.46
C 0.12 4.30 -1.22
C 0.83 5.44 -1.18
N 2.13 5.64 -1.30
C 2.76 4.49 -1.53
C 2.16 3.27 -1.61
O 0.30 0.99 -2.75
H 4.15 1.79 1.43
H 5.90 1.69 1.65
H 5.27 2.66 0.37
H 5.09 0.90 -1.03
H 6.14 0.05 0.10
H 3.71 -0.32 1.27
H 4.42 -1.47 0.15
H 3.16 0.38 -1.52
H 2.07 0.21 -0.11
H 3.16 -2.19 -1.50
H 1.65 -2.06 -0.61
H 2.32 -0.81 -3.29
H 1.30 -2.21 -3.08
H -3.27 -0.89 -1.03
H -3.32 0.88 -0.91
H -4.03 -1.45 1.81
H -0.95 4.31 -1.10
H 0.27 6.38 -0.98
H 3.83 4.54 -1.63
H 2.76 2.41 -1.80
Cl -2.74 3.08 0.91
C -0.84 -1.58 4.27
C 0.17 -1.84 5.27
N 0.99 -2.05 6.06
H -0.66 -0.61 3.81
H -0.79 -2.37 3.49
H -1.82 -1.60 4.73
Cl -2.59 0.69 5.21
C -2.58 2.40 4.71
C -1.19 2.95 4.82
Cl -0.63 3.09 6.51
H -3.29 2.95 5.32
H -2.90 2.44 3.66
H -1.12 3.95 4.40
H -0.48 2.31 4.29
Ca -0.50 8.24 -1.04
F -1.41 -4.00 3.90
Cs -0.85 6.32 1.76
B -3.56 -3.38 -3.93
O -4.30 -2.22 -3.33
C -4.92 -1.55 -4.30
O -5.60 -0.59 -4.12
C -4.60 -2.23 -5.64
O -5.00 -1.88 -6.71
O -3.82 -3.28 -5.39
F -4.06 -4.57 -3.41
F -2.22 -3.26 -3.67
K -5.10 -2.59 -1.57
C 8.49 -2.67 0.27
C 8.04 -1.48 0.97
N 7.69 -0.53 1.54
H 9.44 -2.47 -0.22
H 8.61 -3.49 0.97
H 7.76 -2.94 -0.49
C -9.18 -5.01 0.27
O -8.03 -4.54 0.07
O -9.66 -5.86 -0.69
O -9.88 -4.77 1.25
H -8.92 -5.86 -1.32
```

Results
Total charge   0
Gap between HOMO and LUMO   1.0 eV
Highest occupied orbital energy   -7.700 eV
LUMO   -0.245 hartree
Energy   -135056.177 eV